{
  "formula": "H3OPSi",
  "method": "wB97M-V/def2-TZVPD",
  "symbols": ["O", "Si", "P", "H", "H", "H"],
  "coordinates": [[0.483, -0.924, 0.372], [-0.857, -0.145, -0.215], [1.444, 0.530, -0.184], [-2.092, 0.286, 0.469], [-1.149, -0.658, -1.475], [2.170, 0.911, 1.034]],
  "homo_lumo_gap_ha": 0.29025,
  "smiles": "O1[SiH2]P1",
  "de_lowest_ev": 0.8732
}

---

{
  "formula": "C12H32N4O12",
  "method": "wB97M-V/def2-TZVPD",
  "symbols": ["C", "N", "O", "O", "H", "H", "H", "C", "N", "O", "O", "H", "H", "H", "C", "N", "O", "O", "H", "H", "H", "C", "N", "O", "O", "H", "H", "H", "C", "O", "C", "C", "O", "C", "H", "H", "H", "H", "H", "H", "H", "H", "H", "H", "C", "O", "C", "C", "O", "C", "H", "H", "H", "H", "H", "H", "H", "H", "H", "H"],
  "coordinates": [[-1.783, -2.625, -2.588], [-2.703, -1.863, -1.652], [-3.876, -1.724, -1.916], [-2.204, -1.319, -0.660], [-0.887, -2.017, -2.720], [-2.269, -2.941, -3.510], [-1.574, -3.606, -2.161], [-0.022, -0.351, -0.445], [-0.165, 1.110, -0.856], [0.578, 1.618, -1.692], [-1.120, 1.723, -0.413], [0.529, -0.397, 0.494], [0.392, -0.891, -1.296], [-1.041, -0.636, -0.181], [0.572, 3.238, 2.359], [0.048, 2.200, 1.423], [0.907, 1.416, 0.991], [-1.148, 2.251, 1.103], [1.602, 3.028, 2.646], [-0.061, 3.041, 3.225], [0.272, 4.213, 1.975], [1.731, -2.835, 1.542], [0.807, -3.076, 0.434], [0.451, -4.282, 0.187], [0.573, -2.147, -0.273], [1.411, -3.285, 2.482], [1.866, -1.762, 1.676], [2.644, -3.270, 1.138], [5.332, 2.757, -1.267], [4.111, 2.520, -0.467], [2.931, 1.931, -1.161], [2.020, 1.092, -0.177], [2.627, 0.116, 0.701], [3.183, -1.034, 0.041], [6.046, 3.377, -0.725], [5.191, 3.225, -2.241], [5.945, 1.894, -1.527], [3.164, 1.406, -2.088], [2.510, 2.767, -1.720], [1.364, 0.554, -0.861], [1.604, 1.782, 0.556], [2.626, -1.305, -0.856], [3.256, -1.866, 0.741], [4.206, -0.769, -0.227], [-2.430, -2.365, 1.717], [-3.524, -1.487, 1.767], [-4.056, -1.232, 0.516], [-3.494, 0.097, -0.078], [-4.026, 1.246, 0.515], [-3.322, 2.524, 0.287], [-1.677, -2.003, 1.016], [-2.674, -3.416, 1.559], [-1.910, -2.345, 2.675], [-5.130, -1.163, 0.687], [-3.931, -2.044, -0.200], [-3.752, 0.162, -1.135], [-2.411, 0.116, 0.050], [-3.305, 2.750, -0.779], [-2.272, 2.501, 0.578], [-3.733, 3.399, 0.790]],
  "homo_lumo_gap_ha": 0.23121
}

---

{
  "formula": "C39H37NO8S2TbTe",
  "method": "wB97M-V/def2-TZVPD",
  "symbols": ["Tb", "O", "S", "C", "C", "C", "C", "S", "O", "C", "C", "C", "C", "C", "C", "C", "C", "C", "C", "C", "C", "H", "H", "H", "H", "H", "H", "H", "H", "H", "H", "H", "H", "H", "H", "H", "H", "H", "H", "O", "C", "O", "C", "C", "C", "N", "C", "C", "C", "O", "O", "H", "H", "H", "C", "C", "C", "C", "C", "C", "C", "C", "C", "C", "O", "O", "H", "H", "H", "H", "H", "H", "H", "H", "H", "H", "H", "Te", "C", "C", "C", "C", "C", "C", "H", "H", "H", "H", "H"],
  "coordinates": [[2.854, -2.000, 21.605], [4.367, -3.439, 22.742], [5.318, -3.977, 23.774], [5.044, -5.750, 23.706], [5.106, -6.235, 22.252], [3.950, -7.109, 21.811], [2.718, -6.261, 21.610], [2.640, -5.315, 20.077], [3.750, -4.275, 20.094], [3.132, -6.582, 18.884], [4.264, -6.348, 18.142], [4.735, -7.357, 17.256], [3.995, -8.505, 17.103], [2.789, -8.666, 17.778], [2.352, -7.728, 18.676], [6.933, -4.008, 22.968], [7.024, -3.645, 21.661], [8.248, -3.608, 21.067], [9.371, -3.999, 21.748], [9.270, -4.430, 23.065], [8.053, -4.381, 23.703], [4.069, -5.893, 24.157], [5.780, -6.200, 24.365], [6.040, -6.766, 22.050], [5.032, -5.382, 21.596], [3.737, -7.958, 22.497], [4.216, -7.644, 20.916], [2.607, -5.476, 22.340], [1.786, -6.857, 21.569], [4.776, -5.409, 18.211], [5.638, -7.233, 16.671], [4.317, -9.285, 16.402], [2.185, -9.533, 17.585], [1.459, -7.910, 19.250], [6.152, -3.327, 21.154], [8.323, -3.238, 20.068], [10.360, -3.986, 21.248], [10.205, -4.725, 23.559], [7.948, -4.597, 24.771], [-1.093, 2.743, 17.680], [-1.258, 1.490, 17.679], [-1.989, 0.800, 16.941], [-0.409, 0.753, 18.732], [0.862, 1.264, 19.028], [1.725, 0.550, 19.865], [1.396, -0.666, 20.347], [0.177, -1.137, 20.108], [-0.731, -0.470, 19.323], [-0.085, -2.563, 20.568], [-1.075, -3.104, 20.141], [0.851, -3.031, 21.371], [1.185, 2.232, 18.627], [2.723, 0.933, 20.130], [-1.703, -0.925, 19.114], [5.719, 1.838, 14.964], [5.792, 1.091, 16.294], [6.465, 1.629, 17.395], [6.526, 0.922, 18.604], [7.368, 1.474, 19.721], [5.820, -0.277, 18.753], [5.104, -0.782, 17.651], [4.385, -2.061, 17.728], [5.094, -0.091, 16.428], [5.748, -0.935, 20.059], [6.745, -1.167, 20.713], [4.528, -1.208, 20.430], [6.092, 2.859, 15.092], [4.681, 1.919, 14.636], [6.246, 1.271, 14.211], [6.896, 2.643, 17.270], [7.836, 2.420, 19.407], [8.143, 0.759, 19.980], [6.785, 1.644, 20.614], [4.871, -2.761, 18.408], [4.307, -2.545, 16.740], [3.363, -2.010, 18.100], [4.529, -0.526, 15.609], [2.626, -0.692, 24.367], [1.963, 1.089, 23.428], [0.663, 1.212, 22.956], [0.200, 2.407, 22.373], [1.036, 3.478, 22.268], [2.330, 3.387, 22.783], [2.830, 2.207, 23.319], [-0.033, 0.406, 23.048], [-0.820, 2.402, 21.972], [0.710, 4.366, 21.758], [3.028, 4.217, 22.720], [3.852, 2.148, 23.720]],
  "s2": 12.6115,
  "homo_lumo_gap_ha": [0.24270, 0.24277],
  "multiplicity": 7,
  "total_charge": -1
}

---

{
  "formula": "C17H13N5NiO6S",
  "method": "wB97M-V/def2-TZVPD",
  "symbols": ["Ni", "O", "C", "O", "C", "C", "C", "C", "C", "N", "C", "O", "O", "H", "H", "H", "H", "N", "C", "C", "C", "C", "C", "C", "S", "O", "O", "N", "C", "N", "C", "C", "C", "N", "H", "H", "H", "H", "H", "H", "H", "H", "H"],
  "coordinates": [[-0.049, 0.015, 0.264], [0.090, 1.532, -3.753], [-0.074, 0.972, -2.562], [0.775, 0.945, -1.697], [-1.421, 0.350, -2.351], [-2.454, 0.276, -3.254], [-3.624, -0.366, -2.829], [-3.711, -0.893, -1.555], [-2.612, -0.771, -0.707], [-1.522, -0.164, -1.130], [-2.520, -1.305, 0.733], [-3.499, -1.888, 1.158], [-1.397, -1.065, 1.292], [0.984, 1.909, -3.781], [-2.361, 0.698, -4.244], [-4.463, -0.446, -3.508], [-4.596, -1.394, -1.188], [4.696, 6.610, 0.875], [3.802, 5.609, 1.217], [2.588, 5.482, 0.539], [1.675, 4.516, 0.916], [1.963, 3.658, 1.970], [3.164, 3.781, 2.659], [4.076, 4.749, 2.283], [0.790, 2.438, 2.435], [-0.506, 2.924, 2.044], [1.061, 2.074, 3.794], [1.040, 1.174, 1.448], [2.062, 0.294, 1.547], [1.755, -0.803, 0.802], [2.665, -1.759, 0.693], [3.880, -1.663, 1.340], [4.086, -0.515, 2.098], [3.206, 0.470, 2.210], [4.605, 7.014, -0.040], [5.646, 6.502, 1.185], [2.356, 6.162, -0.272], [0.723, 4.431, 0.409], [3.369, 3.117, 3.485], [5.007, 4.855, 2.827], [2.399, -2.621, 0.092], [4.622, -2.442, 1.271], [5.017, -0.381, 2.639]],
  "s2": 2.0046,
  "homo_lumo_gap_ha": [0.25898, 0.25300],
  "multiplicity": 3
}

---

{
  "formula": "C7H10",
  "method": "wB97M-V/def2-TZVPD",
  "symbols": ["C", "C", "C", "C", "C", "C", "C", "H", "H", "H", "H", "H", "H", "H", "H", "H", "H"],
  "coordinates": [[0.703, 0.259, 2.003], [0.413, -1.150, 1.585], [0.821, -0.369, 0.640], [1.185, -0.116, -0.776], [0.174, 0.787, -1.492], [-1.305, 0.545, -1.470], [-0.887, 1.518, -0.727], [1.608, 0.473, 2.582], [-0.119, 0.948, 2.228], [0.094, -2.129, 1.910], [-1.629, -1.764, 0.269], [2.162, 0.385, -0.798], [1.303, -1.073, -1.301], [0.600, 1.258, -2.384], [-1.921, -1.817, -0.411], [-2.119, -0.052, -1.850], [-1.085, 2.297, -0.009]],
  "homo_lumo_gap_ha": 0.37548,
  "smiles": "C1=CC1CC1=CC1.[H][H]",
  "de_lowest_ev": 6.0019
}